4 unconnected molecules or ions with the total composition C27H67N3O14P3, computed with ωB97M-V/def2-TZVPD.

Atoms and positions in Å:
P 0.790 3.198 2.695
P 0.359 -2.948 4.868
P -2.583 2.888 -4.577
O 0.199 1.720 2.492
O 2.073 3.341 2.001
O -0.296 4.032 1.818
O 0.160 3.548 4.104
O -3.488 3.554 -5.733
O 1.311 -3.888 5.761
O 0.017 -3.747 -3.199
O -1.871 2.712 -3.282
O 5.183 -3.519 -2.348
O -1.269 3.410 -5.435
O 1.189 -2.562 3.704
O -0.639 -2.620 6.078
O -0.641 -4.074 4.233
O -2.712 1.376 -5.156
N -2.005 -2.265 -1.436
N -0.651 -4.054 -1.974
N -2.993 -3.971 -2.621
C 3.631 -1.957 -3.296
C -0.179 4.024 -4.743
C -0.832 -4.155 2.832
C 3.826 -1.063 -2.051
C 0.129 4.181 -0.541
C -5.088 0.790 -5.040
C 2.576 -0.208 -1.771
C -1.743 -1.686 5.953
C 0.056 -5.218 2.214
C 0.165 4.905 0.781
C 0.901 0.580 3.022
C -2.927 -2.273 5.209
C 0.075 -0.855 -1.674
C 0.729 0.489 4.528
C -2.684 5.860 -6.180
C 1.494 -1.126 -1.178
C 0.517 4.787 4.778
C 2.064 -2.518 7.657
C -0.188 5.995 4.196
C -1.904 -3.416 -2.008
C 0.892 3.030 -4.391
C -3.824 4.972 -5.720
C 2.448 -3.326 6.432
C 5.336 -4.629 -1.480
C -0.902 -1.591 -0.746
C -3.669 0.480 -4.599
C 3.931 -3.422 -2.973
H 0.222 4.648 5.815
H -2.031 -1.438 6.972
H -1.402 -0.770 5.480
H -3.116 -3.297 5.527
H -2.910 -1.813 -1.450
H -1.938 5.992 -5.398
H 1.959 0.618 2.752
H 1.239 1.307 5.036
H -2.186 5.433 -7.048
H 1.086 -5.114 2.553
H 1.140 -0.449 4.903
H -0.324 0.554 4.794
H -3.384 -0.516 -4.941
H -0.373 -2.262 -0.073
H 0.712 -3.109 -2.973
H -4.167 5.260 -4.725
H 0.217 4.795 -5.406
H -4.668 5.073 -6.398
H 0.651 4.749 -1.314
H -5.771 0.006 -4.712
H -3.733 -4.157 -1.945
H -0.529 4.527 -3.842
H 4.715 -0.445 -2.142
H 3.955 -1.693 -1.170
H 0.469 2.139 -3.927
H -1.883 -4.415 2.668
H 2.577 -1.908 -3.590
H 2.839 0.537 -1.019
H 3.113 -3.804 -2.346
H 3.024 -2.717 5.729
H 1.614 3.476 -3.705
H 0.583 3.192 -0.469
H -0.128 6.829 4.895
H -0.665 -3.184 2.360
H -0.035 -1.156 -2.718
H -3.593 0.493 -3.504
H 1.410 -3.098 8.308
H 0.472 -0.300 2.545
H 1.167 5.273 1.000
H -2.742 -4.879 -3.000
H -1.234 5.772 3.990
H -5.138 0.873 -6.125
H 1.785 -2.169 -1.329
H 0.275 6.317 3.264
H 4.273 -1.608 -4.101
H -5.434 1.738 -4.623
H 1.430 2.686 -5.277
H 2.262 0.338 -2.663
H 1.474 -0.921 -0.104
H 4.380 -5.093 -1.230
H -0.790 -5.058 -2.026
H 3.938 -4.003 -3.905
H -3.816 -1.669 5.393
H -1.357 -0.837 -0.104
H -0.097 0.221 -1.662
H 1.600 4.918 4.759
H 5.978 -5.383 -1.940
H -3.069 6.848 -6.433
H 3.071 -4.170 6.723
H -0.494 5.775 0.762
H -0.901 4.035 -0.871
H 2.956 -2.230 8.215
H 0.039 -5.152 1.122
H 5.827 -4.279 -0.574
H -2.756 -2.282 4.131
H 1.527 -1.608 7.383
H -0.282 -6.213 2.502

Summary:
LUMO level = -0.1375 Eh
Charge = +1
Calculated total energy = -3310.502381 a.u.